## a
Density functional theory data (ωB97M-V/def2-TZVPD) for a molecular structure, C51H38CaN7SSe.

Structure (XYZ):
```
99
Properties=species:S:1:pos:R:3:mulliken_charge:R:1
Ca -0.1508 -0.4672 -0.3143 2.288
C -3.8200 5.6155 -5.2535 -0.432
C -3.9234 4.4314 -5.9742 -0.852
C -3.3455 3.2589 -5.5085 -0.512
C -2.6363 3.2263 -4.2990 1.052
C -2.5535 4.4281 -3.5790 -0.198
C -3.1285 5.5984 -4.0476 -0.963
C -2.0272 2.0175 -3.7702 0.118
C -1.7909 0.8114 -4.4047 0.241
C -1.9372 0.1423 -5.6727 -1.650
C -1.1443 -0.9711 -5.6361 -1.361
C -0.5379 -1.1456 -4.3458 -0.052
N -1.0153 -0.0283 -3.6220 0.649
C 0.2810 -2.2017 -3.9650 1.796
C 0.5564 -2.7226 -2.6697 -0.690
C 1.1571 -3.9793 -2.3783 -1.309
C 0.7202 -4.3545 -1.1237 -1.130
C -0.1646 -3.3249 -0.6640 0.650
C -1.2704 -3.5069 0.3041 0.850
C -1.4756 -4.8804 0.8487 -0.891
C -2.3064 -5.8001 0.2060 0.132
C -2.4803 -7.0819 0.7137 -0.869
C -1.8091 -7.4731 1.8676 -0.319
C -0.9703 -6.5720 2.5096 -0.789
C -0.8095 -5.2867 2.0035 -0.021
C -2.2924 -2.5813 0.3223 0.032
N -2.0486 -1.3072 -0.0394 -0.115
C -3.1877 -0.7495 -0.5729 -0.009
C -3.1118 0.3903 -1.3030 -0.217
C -4.2770 1.0797 -1.9044 0.014
C -5.2003 0.3860 -2.6860 -0.450
C -6.2878 1.0405 -3.2507 -0.886
C -6.4619 2.4061 -3.0578 -0.536
C -5.5431 3.1082 -2.2879 -0.731
C -4.4678 2.4468 -1.7139 0.269
C -0.7017 0.5985 -2.4156 0.624
C 0.5860 1.3557 -2.0834 -0.401
C -0.0302 2.5385 -2.0395 -1.360
C -1.3784 1.9373 -2.4425 0.219
N -1.7962 1.0073 -1.3621 -0.340
C -4.3032 -1.6819 -0.2660 -0.958
C -3.7689 -2.7696 0.3158 -1.061
N -0.1398 -2.2980 -1.5578 0.059
C 0.7951 -3.0056 -5.1210 -0.890
C 1.6874 -2.4333 -6.0227 0.204
C 2.1587 -3.1545 -7.1139 -0.870
C 1.7293 -4.4581 -7.3195 -0.359
C 0.8314 -5.0357 -6.4281 -0.911
C 0.3716 -4.3153 -5.3340 -0.037
H -4.2741 6.5280 -5.6176 0.401
H -4.4712 4.4150 -6.9092 0.383
H -3.4750 2.3481 -6.0776 0.277
H -2.0392 4.4410 -2.6237 0.394
H -3.0404 6.5041 -3.4585 0.361
H -2.5213 0.4754 -6.5134 0.520
H -1.0187 -1.6758 -6.4441 0.519
H 1.7839 -4.5540 -3.0428 0.676
H 0.9251 -5.2832 -0.6110 0.566
H -2.8126 -5.4967 -0.7038 0.506
H -3.1321 -7.7805 0.2023 0.362
H -1.9381 -8.4741 2.2617 0.366
H -0.4427 -6.8660 3.4093 0.400
H -0.1613 -4.5773 2.5071 0.490
H -5.0355 -0.6658 -2.8870 0.554
H -6.9863 0.4838 -3.8648 0.368
H -7.2958 2.9214 -3.5182 0.394
H -5.6499 4.1768 -2.1460 0.416
H -3.7588 3.0003 -1.1075 0.501
H 1.6021 1.0146 -1.9203 0.670
H 0.2826 3.5330 -1.7549 0.485
H -5.3456 -1.5155 -0.4888 0.661
H -4.2958 -3.6550 0.6404 0.592
H 2.0113 -1.4123 -5.8595 0.421
H 2.8582 -2.6951 -7.8015 0.380
H 2.0905 -5.0225 -8.1705 0.374
H 0.4845 -6.0494 -6.5856 0.382
H -0.3290 -4.7589 -4.6373 0.534
N 1.9531 -1.3565 0.7194 -0.074
N 2.6024 -0.5141 1.6648 -0.463
C 2.4992 -0.8212 2.9850 0.574
N 2.6934 0.2536 3.7784 -0.398
S 2.1802 -2.3701 3.5601 -0.474
H 1.6229 -2.1529 1.2822 0.052
H 2.6555 -1.7548 0.1006 0.217
H 2.4395 0.4709 1.4597 -0.109
H 2.4552 1.1696 3.3888 0.177
H 2.4978 0.0971 4.7527 0.248
Se 1.2583 2.4542 1.2575 -0.413
C -0.2318 3.2771 2.1295 0.086
C -0.9858 2.6171 3.1097 -0.297
C -2.0770 3.2247 3.7183 -0.608
C -2.4532 4.5157 3.3667 -0.433
C -1.7196 5.1862 2.3961 -0.548
C -0.6273 4.5767 1.7878 -0.325
H -0.7118 1.6053 3.3835 0.377
H -2.6408 2.6821 4.4685 0.356
H -3.3077 4.9872 3.8356 0.377
H -2.0001 6.1926 2.1060 0.354
H -0.0605 5.1102 1.0340 0.341
```

Results
Total charge: -1
HOMO (eV): -3.3
Molar mass (g/mol): 900.02
Spin multiplicity: 1
Gap between HOMO and LUMO (Eh): 0.1840



## b
Density functional theory data (ωB97M-V/def2-TZVPD) for a molecular structure, C51H38CaN7SSe.

Structure (XYZ):
```
99
Properties=species:S:1:pos:R:3:mulliken_charge:R:1
Ca 0.1507 -0.0518 -0.3557 3.648
C -6.9720 -1.3676 1.4325 -0.434
C -6.3671 -0.3160 0.7625 -1.060
C -4.9933 -0.1616 0.8109 0.351
C -4.1745 -1.0373 1.5412 0.480
C -4.8069 -2.1056 2.1829 -0.470
C -6.1819 -2.2634 2.1354 -0.887
C -2.7101 -0.8366 1.4981 1.416
C -2.2174 0.4605 1.6167 0.212
C -2.9039 1.5416 2.3083 -1.329
C -2.0162 2.5567 2.4351 -1.699
C -0.7972 2.1543 1.7411 0.141
N -0.9452 0.8907 1.2906 0.012
C 0.3008 3.0123 1.4996 0.983
C 1.3498 2.7660 0.5873 -0.133
C 2.4506 3.6972 0.3040 -1.426
C 3.2069 3.1461 -0.6596 -1.646
C 2.6113 1.8506 -0.9771 -0.348
C 3.1155 0.8769 -1.7862 0.095
C 4.2972 1.0722 -2.6359 -0.061
C 5.3037 0.1033 -2.6786 -0.277
C 6.4126 0.2788 -3.4884 -0.680
C 6.5286 1.4082 -4.2890 -0.451
C 5.5229 2.3633 -4.2724 -0.710
C 4.4173 2.2008 -3.4519 -0.447
C 2.4592 -0.4549 -1.7353 0.571
N 2.7277 -1.2886 -0.7417 -0.246
C 1.7126 -2.2324 -0.7559 -0.073
C 1.4326 -2.9566 0.4158 1.418
C 2.5248 -3.3763 1.3075 -0.135
C 3.6098 -4.1078 0.8302 -0.154
C 4.6432 -4.4586 1.6825 -0.878
C 4.6147 -4.0612 3.0122 -0.310
C 3.5492 -3.3089 3.4873 -0.883
C 2.5021 -2.9766 2.6441 -0.068
C 0.0986 -2.9614 0.8843 -0.115
C -0.6055 -3.8417 1.7420 -2.232
C -1.8190 -3.2442 1.9923 -0.401
C -1.8011 -1.9695 1.3382 -0.607
N -0.6631 -1.8419 0.6516 -0.370
C 0.8595 -2.0259 -1.8877 -0.822
C 1.3487 -0.9073 -2.5276 -0.644
N 1.4859 1.6760 -0.1812 0.247
C 0.3208 4.3023 2.2454 -0.122
C 0.2368 5.5323 1.5937 -0.089
C 0.2738 6.7203 2.3106 -0.894
C 0.3941 6.7004 3.6928 -0.406
C 0.4703 5.4824 4.3544 -0.854
C 0.4344 4.2963 3.6370 0.065
H -8.0450 -1.5036 1.3846 0.378
H -6.9584 0.3666 0.1662 0.398
H -4.5412 0.6250 0.2271 0.239
H -4.2268 -2.8214 2.7440 0.318
H -6.6337 -3.1048 2.6460 0.402
H -3.9011 1.4911 2.7154 0.547
H -2.1682 3.4994 2.9389 0.525
H 2.6062 4.6439 0.7949 0.526
H 4.1096 3.5417 -1.0975 0.612
H 5.2086 -0.7775 -2.0553 0.475
H 7.1939 -0.4716 -3.5021 0.390
H 7.3880 1.5417 -4.9339 0.373
H 5.5898 3.2335 -4.9143 0.371
H 3.6203 2.9339 -3.4584 0.561
H 3.6298 -4.3986 -0.2126 0.425
H 5.4811 -5.0361 1.3122 0.377
H 5.4264 -4.3284 3.6772 0.383
H 3.5393 -2.9767 4.5178 0.391
H 1.6731 -2.3778 2.9997 0.457
H -0.2652 -4.8056 2.0889 0.614
H -2.5893 -3.6465 2.6279 0.504
H 0.0655 -2.6844 -2.2123 0.657
H 1.0264 -0.4962 -3.4723 0.667
H 0.1603 5.5517 0.5110 0.529
H 0.2075 7.6671 1.7880 0.399
H 0.4285 7.6275 4.2513 0.373
H 0.5656 5.4603 5.4335 0.380
H 0.5056 3.3433 4.1475 0.459
N -1.0954 1.1667 -2.0857 -0.165
N -1.9734 2.1095 -1.5012 0.054
C -1.7262 3.4216 -1.4567 0.300
N -2.6021 4.1469 -0.6999 -0.496
S -0.5353 4.1562 -2.3730 -0.398
H -0.5116 1.7193 -2.7158 0.110
H -1.6974 0.5391 -2.6420 -0.111
H -2.6807 1.6919 -0.9143 -0.111
H -2.9771 3.7007 0.1265 0.231
H -2.3287 5.1051 -0.5695 0.281
Se -3.3929 -1.0718 -2.9332 -0.447
C -2.9703 -2.9245 -2.8652 -0.211
C -2.9620 -3.6945 -4.0308 -0.448
C -2.6774 -5.0518 -3.9793 -0.435
C -2.3895 -5.6673 -2.7678 -0.607
C -2.3926 -4.9079 -1.6049 -0.439
C -2.6825 -3.5515 -1.6506 0.217
H -3.1827 -3.2161 -4.9763 0.381
H -2.6788 -5.6360 -4.8935 0.337
H -2.1712 -6.7282 -2.7291 0.361
H -2.1669 -5.3741 -0.6515 0.402
H -2.6941 -2.9666 -0.7431 0.183
```

Results
Total charge: -1
HOMO (eV): -3.8
Molar mass (g/mol): 900.02
Spin multiplicity: 1
Gap between HOMO and LUMO (Eh): 0.1711



The energy of each structure relative to the most stable one, in eV, is as follows: a 4.626; b 0.000.



## a
Density functional theory data (ωB97M-V/def2-TZVPD) for a gas-phase ion, CH6N5S (charge +1).

Structure (XYZ):
```
13
Properties=species:S:1:pos:R:3:nbo_charge:R:1
C -1.6553 0.0886 0.4233 -0.112
N -2.2663 -0.6599 -0.5955 -0.208
N -1.6884 -1.5190 -1.2190 0.120
N -0.4281 -1.7253 -0.7661 -0.332
N 0.0965 -0.9120 0.1484 -0.203
N 1.1140 0.0592 -0.4046 -0.596
S -2.4992 -0.0828 1.8967 0.253
H -1.3570 1.1804 0.0587 0.252
H 0.0433 -2.5509 -1.0392 0.411
H 1.0491 1.0601 -0.9448 0.417
H 1.8005 -0.4725 -0.8854 0.422
H 1.5638 0.2557 0.4471 0.430
H -1.9042 0.9888 2.4355 0.145
```

Results
Total charge: +1
HOMO (eV): -13.9
Molar mass (g/mol): 120.16
Spin multiplicity: 1
Gap between HOMO and LUMO (Eh): 0.3663



## b
Density functional theory data (ωB97M-V/def2-TZVPD) for a gas-phase ion, CH6N5S (charge +1).

Structure (XYZ):
```
13
Properties=species:S:1:pos:R:3:nbo_charge:R:1
N -1.6898 -0.3191 0.0765 -0.635
N -0.1217 -0.0921 0.5584 -0.071
N 0.1146 1.2479 0.4915 -0.288
N 0.6408 1.5352 -0.6488 0.070
N 0.9407 0.5409 -1.3429 -0.202
C 0.7313 -0.6177 -0.5652 -0.084
S 2.2273 -1.3483 0.3888 0.040
H -2.1563 0.5192 0.3543 0.436
H -1.9531 -1.0787 0.6992 0.442
H -1.6861 -0.6738 -0.8708 0.436
H -0.2614 1.9199 1.1495 0.442
H 0.2672 -1.4500 -1.0335 0.237
H 2.9466 -0.1834 0.7429 0.178
```

Results
Total charge: +1
HOMO (eV): -13.8
Molar mass (g/mol): 120.16
Spin multiplicity: 1
Gap between HOMO and LUMO (Eh): 0.3351



The energy of each structure relative to the most stable one, in eV, is as follows: a 0.988; b 0.000.



## a
Density functional theory data (ωB97M-V/def2-TZVPD) for CH2FN in the gas phase.

Structure (XYZ):
```
5
Properties=species:S:1:pos:R:3:nbo_charge:R:1
C 0.6008 -0.0514 -0.0261 -0.175
N -0.9085 -0.4868 -0.0006 0.013
F -1.8607 0.4891 0.0231 -0.233
H 1.2260 -0.8964 -0.2246 0.201
H 0.9424 0.9454 0.2283 0.194
```

Results
HOMO (spin up / spin down) (eV): -10.4 / -10.3
Molar mass (g/mol): 47.03
Spin multiplicity: 1
Gap between HOMO and LUMO (spin up / spin down) (Eh): 0.3668 / 0.3655



## b
Density functional theory data (ωB97M-V/def2-TZVPD) for 3 unconnected molecules or ions with the total composition CH2FN.

Structure (XYZ):
```
5
Properties=species:S:1:pos:R:3:nbo_charge:R:1
C -0.8363 0.3006 0.9887 0.169
N -1.7260 0.5387 0.2884 -0.238
F -3.0007 0.8541 1.7356 -0.209
H -0.3514 -0.1775 -1.5036 0.003
H -0.0689 0.0114 1.8109 0.275
```

Results
HOMO (spin up / spin down) (eV): -12.5 / -10.6
Molar mass (g/mol): 47.03
Spin multiplicity: 1
Gap between HOMO and LUMO (spin up / spin down) (Eh): 0.4620 / 0.2915



The energy of each structure relative to the most stable one, in eV, is as follows: a 0.000; b 2.511.



## a
Density functional theory data (ωB97M-V/def2-TZVPD) for 2 unconnected molecules or ions with the total composition C2H3IN.

Structure (XYZ):
```
7
Properties=species:S:1:pos:R:3:nbo_charge:R:1
C -1.4445 0.1772 -0.6941 0.027
C 0.5091 -0.3969 0.6112 0.457
N -0.4541 -0.0034 0.0664 -0.275
I 4.1187 0.6719 0.9297 0.022
H -2.3395 -0.3425 -0.5401 0.238
H -1.6168 0.9728 -1.3144 0.240
H 1.2270 -1.0791 0.9412 0.291
```

Results
Total charge: +1
HOMO (spin up / spin down) (eV): -13.7 / -13.3
Molar mass (g/mol): 167.96
Spin multiplicity: 1
Gap between HOMO and LUMO (spin up / spin down) (Eh): 0.2280 / 0.2450



## b
Density functional theory data (ωB97M-V/def2-TZVPD) for a gas-phase ion, C2H3IN (charge +1).

Structure (XYZ):
```
7
Properties=species:S:1:pos:R:3:nbo_charge:R:1
N -1.0959 0.0904 0.0814 -0.677
C 0.2653 -0.2289 -0.1934 -0.055
C 1.4909 -0.1608 -0.1082 -0.140
I 3.4862 -0.0461 -0.0013 0.460
H -1.5466 -0.8350 0.1719 0.473
H -1.3873 0.5006 -0.8172 0.475
H -1.2127 0.6797 0.8669 0.464
```

Results
Total charge: +1
HOMO (eV): -13.9
Molar mass (g/mol): 167.96
Spin multiplicity: 1
Gap between HOMO and LUMO (Eh): 0.3468



## c
Density functional theory data (ωB97M-V/def2-TZVPD) for a molecular structure, C2H3IN.

Structure (XYZ):
```
7
Properties=species:S:1:pos:R:3:nbo_charge:R:1
C -0.3142 0.5187 -0.0036 -0.261
C 1.6995 -0.8138 0.0249 0.429
N 0.6747 -0.2552 -0.0799 -0.246
I -3.1238 0.1923 -0.0471 0.198
H -0.4691 1.0585 1.0280 0.298
H -0.8328 0.9373 -0.8428 0.282
H 2.3656 -1.6378 -0.0796 0.300
```

Results
Total charge: +1
HOMO (spin up / spin down) (eV): -14.3 / -14.2
Molar mass (g/mol): 167.96
Spin multiplicity: 1
Gap between HOMO and LUMO (spin up / spin down) (Eh): 0.2227 / 0.2200



The energy of each structure relative to the most stable one, in eV, is as follows: a 1.547; b 0.000; c 1.807.